1.
DFT (ωB97M-V/def2-TZVPD) results for a cluster of 2 separate species, C4H6O in total.

Values from the calculation:
Structure (SMILES)   C1=CCOC=1.[H][H]
Frontier orbital gap   7.76 eV
Energy above the lowest of the compared OMol25 structures with the same formula, charge and spin   383.4 kJ/mol
M   70.09 g/mol
E   -231.07769 a.u.

Atoms and positions in Å:
1 O 0.85852 -0.45115 1.68993
2 C -0.19539 -0.86534 0.82666
3 C -0.36995 0.30689 -0.06483
4 C 0.47972 1.36216 0.17396
5 C 1.16323 0.76163 1.25384
6 H -0.87787 0.48632 -3.16551
7 H 0.12747 -1.77371 0.31685
8 H 1.96972 1.18045 1.83109
9 H -0.94903 -0.18752 -3.47292
10 H -1.07049 -1.08929 1.43659
11 H -1.13594 0.26955 -0.82565

Atomic forces in eV per Å
0.059 0.304 -0.160
-0.180 -0.069 -0.124
-0.318 -0.016 -0.318
-0.088 -0.572 0.264
0.442 0.249 0.322
0.014 -0.070 -0.061
-0.021 -0.040 -0.043
0.284 0.168 0.198
-0.005 0.077 0.019
-0.050 -0.025 0.034
-0.137 -0.008 -0.132

---

2.
DFT (ωB97M-V/def2-TZVPD) results for a cluster of 2 separate species, C2H6FOP in total.

Values from the calculation:
Frontier orbital gap (spin up / spin down)   7.81 / 7.99 eV
Energy above the lowest of the compared OMol25 structures with the same formula, charge and spin   385.2 kJ/mol
M   96.04 g/mol
E   -596.17766 a.u.

Atoms and positions in Å:
1 P 2.23402 0.19200 2.44927
2 F 2.38374 1.76272 2.09013
3 O 0.72334 0.02154 2.27059
4 C -1.19355 1.33583 -0.70505
5 C -0.43945 -0.52971 2.17474
6 H -0.64246 -1.41648 2.70931
7 H -1.77178 1.84110 0.09976
8 H -1.23978 0.05071 1.83843
9 H -1.81878 1.20822 -1.57267
10 H -0.32607 1.83954 -1.02535
11 H -0.94806 0.36438 -0.26265

Atomic forces in eV per Å
2.204 0.473 0.421
-0.046 -0.268 -0.061
-0.921 0.423 -0.389
-1.354 -0.786 1.260
-0.569 -0.691 0.220
0.158 -0.981 0.387
0.530 0.172 -0.734
-0.837 0.989 -0.437
-0.390 -0.191 -0.202
1.071 0.779 0.050
0.154 0.082 -0.514

---

3.
DFT (ωB97M-V/def2-TZVPD) results for the molecule C9H16N2O4S.

Values from the calculation:
Frontier orbital gap   9.77 eV
Energy above the lowest of the compared OMol25 structures with the same formula, charge and spin   174.4 kJ/mol
M   248.30 g/mol
E   -1161.11293 a.u.

Atoms and positions in Å:
1 S 1.70676 2.63179 -1.48245
2 O 2.54956 1.36120 -2.25028
3 O 2.32941 -2.40571 0.86985
4 O 1.40578 -3.64128 -0.70259
5 O 0.92372 3.48118 -2.38409
6 N 0.24328 0.82216 -2.78058
7 N 1.56731 -1.37006 -1.12414
8 C -0.18550 1.25485 0.96343
9 C -0.19468 0.13619 -0.01356
10 C -1.99500 -1.01791 1.29936
11 C -0.67001 -1.19231 0.49833
12 C -1.67420 1.42475 1.65002
13 C 1.23387 -0.03598 -0.67950
14 C -1.89624 0.06393 2.34991
15 C 1.72997 -2.58135 -0.28543
16 C 1.25151 0.94308 -1.94170
17 H -0.84781 0.52832 -0.81931
18 H 0.37932 0.19616 -3.64286
19 H 0.52063 1.00901 1.65683
20 H -2.75150 -0.90532 0.55125
21 H -0.13174 1.76391 -3.22063
22 H 1.96505 0.24761 0.04492
23 H -2.53686 1.63836 0.96969
24 H -2.25268 -1.95237 1.69675
25 H -0.02267 2.23502 0.42488
26 H -1.43324 2.29388 2.39452
27 H -2.84767 0.16986 2.76996
28 H -0.88004 -1.93303 -0.31273
29 H 2.32272 -1.52666 1.27889
30 H 0.11545 -1.71526 1.16670
31 H -1.03004 -0.14912 2.98333
32 H 1.10552 -1.77489 -1.92877

Atomic forces in eV per Å
-0.497 -0.749 -0.773
0.600 0.971 -0.976
0.738 -0.274 1.741
0.004 -0.986 -0.227
0.532 0.303 0.017
-3.273 0.634 -5.950
0.444 -2.765 0.820
-4.306 2.048 -1.883
0.670 -0.147 -2.348
1.765 -0.034 -1.038
-0.514 -1.350 1.327
3.288 0.349 0.918
-1.931 0.210 -1.392
0.411 1.069 -1.855
-0.389 3.537 -1.907
2.221 -0.703 5.316
0.025 -0.907 0.228
0.033 1.030 1.935
1.893 0.159 2.535
-0.800 0.913 -0.385
1.212 -2.000 1.450
0.842 0.545 0.366
1.093 0.112 0.325
-0.204 -1.442 1.071
0.384 -1.056 0.789
-1.214 -1.494 -1.149
-1.182 -0.326 1.754
0.352 0.723 0.449
-0.055 -0.109 -0.747
-1.269 0.994 -0.753
-0.575 0.020 0.500
-0.299 0.721 -0.158

---

4.
DFT (ωB97M-V/def2-TZVPD) results for the molecule C5H8O.

Values from the calculation:
Structure (SMILES)   C1C[C@@H]2O[C@@H]2C1
Frontier orbital gap   10.31 eV
Energy above the lowest of the compared OMol25 structures with the same formula, charge and spin   265.9 kJ/mol
M   84.12 g/mol
E   -270.45663 a.u.

Atoms and positions in Å:
1 O -1.17178 -0.94657 -0.84836
2 C -0.22607 0.99926 -0.80761
3 C 0.33246 1.01456 0.61771
4 C 0.12891 -0.40712 1.19342
5 C -0.08165 -1.28096 -0.01375
6 C 0.15498 -0.54950 -1.25569
7 H -0.74501 -0.48305 1.84461
8 H 1.00828 -0.73264 1.76445
9 H -0.07603 -2.36156 0.05640
10 H 1.39678 1.23256 0.51816
11 H 0.53751 -1.18652 -2.09815
12 H 0.19014 1.70135 -1.50747
13 H -0.12319 1.76388 1.27547
14 H -1.32533 1.23632 -0.73918

Atomic forces in eV per Å
-1.168 -2.151 0.094
1.319 -0.203 -0.650
0.208 0.086 -0.001
-0.165 0.071 0.084
-0.196 -0.233 0.539
-2.386 1.012 0.106
0.051 0.142 0.083
-0.226 -0.012 -0.117
0.934 -0.087 0.122
0.081 -0.040 0.366
-0.188 1.727 0.272
0.599 0.692 0.113
0.094 -0.002 -0.304
1.046 -1.002 -0.706

---

Q: What is the M in the second record?
A: 96.04 g/mol

---

What did the third record say?
DFT (ωB97M-V/def2-TZVPD) results for the molecule C9H16N2O4S.

Values from the calculation:
Frontier orbital gap   9.77 eV
Energy above the lowest of the compared OMol25 structures with the same formula, charge and spin   174.4 kJ/mol
M   248.30 g/mol
E   -1161.11293 a.u.

Atoms and positions in Å:
1 S 1.70676 2.63179 -1.48245
2 O 2.54956 1.36120 -2.25028
3 O 2.32941 -2.40571 0.86985
4 O 1.40578 -3.64128 -0.70259
5 O 0.92372 3.48118 -2.38409
6 N 0.24328 0.82216 -2.78058
7 N 1.56731 -1.37006 -1.12414
8 C -0.18550 1.25485 0.96343
9 C -0.19468 0.13619 -0.01356
10 C -1.99500 -1.01791 1.29936
11 C -0.67001 -1.19231 0.49833
12 C -1.67420 1.42475 1.65002
13 C 1.23387 -0.03598 -0.67950
14 C -1.89624 0.06393 2.34991
15 C 1.72997 -2.58135 -0.28543
16 C 1.25151 0.94308 -1.94170
17 H -0.84781 0.52832 -0.81931
18 H 0.37932 0.19616 -3.64286
19 H 0.52063 1.00901 1.65683
20 H -2.75150 -0.90532 0.55125
21 H -0.13174 1.76391 -3.22063
22 H 1.96505 0.24761 0.04492
23 H -2.53686 1.63836 0.96969
24 H -2.25268 -1.95237 1.69675
25 H -0.02267 2.23502 0.42488
26 H -1.43324 2.29388 2.39452
27 H -2.84767 0.16986 2.76996
28 H -0.88004 -1.93303 -0.31273
29 H 2.32272 -1.52666 1.27889
30 H 0.11545 -1.71526 1.16670
31 H -1.03004 -0.14912 2.98333
32 H 1.10552 -1.77489 -1.92877

Atomic forces in eV per Å
-0.497 -0.749 -0.773
0.600 0.971 -0.976
0.738 -0.274 1.741
0.004 -0.986 -0.227
0.532 0.303 0.017
-3.273 0.634 -5.950
0.444 -2.765 0.820
-4.306 2.048 -1.883
0.670 -0.147 -2.348
1.765 -0.034 -1.038
-0.514 -1.350 1.327
3.288 0.349 0.918
-1.931 0.210 -1.392
0.411 1.069 -1.855
-0.389 3.537 -1.907
2.221 -0.703 5.316
0.025 -0.907 0.228
0.033 1.030 1.935
1.893 0.159 2.535
-0.800 0.913 -0.385
1.212 -2.000 1.450
0.842 0.545 0.366
1.093 0.112 0.325
-0.204 -1.442 1.071
0.384 -1.056 0.789
-1.214 -1.494 -1.149
-1.182 -0.326 1.754
0.352 0.723 0.449
-0.055 -0.109 -0.747
-1.269 0.994 -0.753
-0.575 0.020 0.500
-0.299 0.721 -0.158